Computed, not measured: 2 unconnected molecules or ions with the total composition C5H8NO in a non-equilibrium geometry, with the ωB97M-V functional and the def2-TZVPD basis.

E_tot ... -8836.984 eV
Molecular weight ... 98.1 g mol⁻¹
Charge ... +1
LUMO (alpha / beta) ... -4.05 / -8.96 eV
Multiplicity ... 3

Cartesian coordinates (Å):
C1 0.705 -0.361 3.343
C2 1.112 0.027 2.198
C3 -2.042 -0.830 -2.728
C4 -1.017 -0.631 -1.579
C5 1.527 0.348 0.944
N1 -0.554 -0.787 -2.767
O1 -0.791 -0.312 -0.468
H1 0.153 -1.363 3.454
H2 -2.423 -1.749 -3.026
H3 -2.469 0.162 -3.054
H4 1.381 1.269 0.383
H5 2.624 0.097 0.854
H6 0.667 0.258 4.154
H7 0.210 -0.616 -3.399
H8 0.751 -0.293 0.453

---

Computed, not measured: 2 unconnected molecules or ions with the total composition C5H8NO2 in a non-equilibrium geometry, with the ωB97M-V functional and the def2-TZVPD basis.

E_tot ... -10895.090 eV
Molecular weight ... 114.1 g mol⁻¹
Charge ... -1
LUMO ... 0.83 eV

Cartesian coordinates (Å):
O1 -1.507 -0.707 2.255
C1 -1.967 0.036 1.373
O2 -2.255 1.249 1.343
C2 1.546 -1.115 -1.184
C3 0.733 -0.097 -0.320
C4 0.655 1.253 -0.635
C5 0.969 1.818 -1.889
N1 1.947 -2.383 -0.806
H1 0.916 -1.061 -2.141
H2 0.354 -0.355 0.687
H3 2.371 -0.446 -1.469
H4 0.152 2.047 -0.073
H5 1.753 1.480 -2.571
H6 0.439 2.753 -2.037
H7 1.107 -2.884 -0.520
H8 -2.076 -0.410 0.311

---

Computed, not measured: a molecular structure, C5H8NO2 in a non-equilibrium geometry, with the ωB97M-V functional and the def2-TZVPD basis.

E_tot ... -10894.296 eV
Molecular weight ... 114.1 g mol⁻¹
Charge ... -1
LUMO ... 4.24 eV

Cartesian coordinates (Å):
C1 0.068 2.064 0.084
C2 -0.847 1.261 1.724
C3 0.723 -0.931 -1.247
C4 -0.704 0.795 0.359
C5 0.552 -2.453 -1.261
N1 -0.031 -0.403 -0.089
O1 -0.324 -1.310 0.820
O2 -0.203 2.527 1.409
H1 1.087 1.919 -0.295
H2 -0.392 2.758 -0.582
H3 -1.786 1.631 2.112
H4 -0.384 0.755 2.614
H5 0.591 -0.357 -2.131
H6 0.940 -2.744 -2.165
H7 -0.445 -2.627 -0.943
H8 1.156 -2.884 -0.411

---

Computed, not measured: a gas-phase ion, C5H8NO2 (charge +1) in a non-equilibrium geometry, with the ωB97M-V functional and the def2-TZVPD basis.

E_tot ... -10889.982 eV
Molecular weight ... 114.1 g mol⁻¹
Charge ... +1
LUMO ... -3.79 eV

Cartesian coordinates (Å):
C1 -0.911 -0.800 1.248
C2 -0.326 0.401 1.266
C3 -1.160 -1.601 0.064
C4 0.061 1.160 0.042
C5 -0.876 -1.283 -1.164
N1 1.846 1.136 0.085
O1 -0.270 0.743 -1.108
O2 -0.668 -1.548 -2.366
H1 -1.235 -1.248 2.175
H2 -0.191 0.918 2.202
H3 -1.665 -2.552 0.213
H4 -0.056 2.244 0.186
H5 2.185 0.180 0.182
H6 2.229 1.722 0.826
H7 2.132 1.498 -0.826
H8 -1.094 -0.970 -3.026

---

Computed, not measured: a gas-phase ion, C5H8NO2S (charge +1) in a non-equilibrium geometry, with the ωB97M-V functional and the def2-TZVPD basis.

E_tot ... -21723.078 eV
Molecular weight ... 146.2 g mol⁻¹
Charge ... +1
LUMO ... -5.76 eV

Cartesian coordinates (Å):
C1 0.753 -1.428 -0.275
C2 0.915 -0.005 1.303
C3 1.549 0.520 2.551
C4 -1.538 1.076 -1.632
C5 -1.207 -0.431 -1.445
N1 -0.262 -0.511 -0.421
O1 1.430 -1.111 0.839
O2 -0.098 0.436 0.593
S1 0.939 -2.876 -1.621
H1 1.731 -0.354 3.217
H2 2.564 0.983 2.436
H3 0.905 1.267 3.020
H4 -2.197 1.182 -2.433
H5 -1.988 1.391 -0.707
H6 -0.496 1.588 -1.779
H7 -0.702 -0.818 -2.355
H8 -2.297 -0.908 -1.292

---

Computed, not measured: 2 unconnected molecules or ions with the total composition C5H8NO3P in a non-equilibrium geometry, with the ωB97M-V functional and the def2-TZVPD basis.

E_tot ... -22233.490 eV
Molecular weight ... 161.1 g mol⁻¹
Structure (SMILES) ... COP(O)OC.C#CC#N
LUMO ... 0.57 eV

Cartesian coordinates (Å):
C1 -3.697 -1.269 0.751
C2 -3.167 0.189 -1.224
C3 -3.334 -0.363 -0.181
C4 1.697 -1.657 0.683
C5 1.584 1.745 -1.469
N1 -4.223 -2.025 1.424
O1 0.695 0.446 2.031
O2 0.502 -1.055 0.122
O3 1.504 1.395 -0.140
P1 0.168 0.490 0.524
H1 0.524 1.284 2.516
H2 -3.005 0.699 -2.077
H3 1.689 -2.749 0.615
H4 1.727 -1.248 1.692
H5 2.433 -1.330 -0.022
H6 0.707 1.619 -1.984
H7 2.274 1.064 -1.890
H8 1.921 2.765 -1.372

---

Computed, not measured: a gas-phase ion, C5H8NOS (charge +1) in a non-equilibrium geometry, with the ωB97M-V functional and the def2-TZVPD basis.

E_tot ... -19678.161 eV
Molecular weight ... 130.2 g mol⁻¹
Structure (SMILES) ... O[C@@]1(S)C=CC=C[NH2+]1
Charge ... +1
LUMO ... -4.96 eV

Cartesian coordinates (Å):
C1 1.249 0.351 1.268
C2 1.722 0.871 -0.046
C3 -0.028 -0.200 1.365
C4 1.185 0.514 -1.202
C5 -0.729 -0.478 0.178
N1 0.012 -0.409 -1.173
O1 -1.431 -1.672 0.144
S1 -2.039 1.203 -0.160
H1 1.946 0.460 2.040
H2 2.667 1.376 -0.037
H3 -0.525 -0.656 2.208
H4 1.668 0.709 -2.193
H5 -0.749 -0.050 -1.839
H6 0.101 -1.311 -1.569
H7 -2.340 -1.505 0.023
H8 -2.709 0.797 0.993

---

Computed, not measured: a single C5H8NP molecule in a non-equilibrium geometry, with the ωB97M-V functional and the def2-TZVPD basis.

E_tot ... -16091.237 eV
Molecular weight ... 113.1 g mol⁻¹
Structure (SMILES) ... CC/P=C(\C)C#N
LUMO ... -0.98 eV

Cartesian coordinates (Å):
C1 -2.946 0.107 0.096
C2 -1.621 -0.208 -0.096
C3 -1.135 -1.686 0.030
C4 2.241 1.342 -0.067
C5 1.075 0.406 -0.010
N1 -4.068 0.364 0.146
P1 -0.609 1.256 0.030
H1 -1.847 -2.328 -0.611
H2 -0.043 -1.679 -0.376
H3 -1.081 -2.074 1.019
H4 2.069 2.212 -0.721
H5 2.376 1.694 0.943
H6 3.267 0.899 -0.221
H7 1.338 -0.152 0.798
H8 0.985 -0.154 -0.961

---

Computed, not measured: a single C5H8NP molecule in a non-equilibrium geometry, with the ωB97M-V functional and the def2-TZVPD basis.

E_tot ... -16088.955 eV
Molecular weight ... 113.1 g mol⁻¹
LUMO (alpha / beta) ... -0.42 / -1.13 eV

Cartesian coordinates (Å):
C1 -2.567 0.938 0.967
C2 -3.705 0.548 0.281
C3 -0.113 0.313 0.959
C4 1.968 -0.271 -0.471
C5 0.619 -0.674 0.125
N1 -1.363 0.330 0.675
P1 -3.493 -0.523 -1.032
H1 -2.575 1.795 1.714
H2 -4.778 0.933 0.419
H3 2.604 -0.049 0.428
H4 1.710 0.499 -1.200
H5 2.524 -1.039 -1.035
H6 0.887 -1.477 0.723
H7 -0.084 -0.953 -0.736
H8 0.505 0.881 1.622

---

Computed, not measured: a single C5H8NP molecule in a non-equilibrium geometry, with the ωB97M-V functional and the def2-TZVPD basis.

E_tot ... -16092.288 eV
Molecular weight ... 113.1 g mol⁻¹
Structure (SMILES) ... Cc1cccn1P
LUMO ... 1.03 eV

Cartesian coordinates (Å):
C1 1.493 0.607 -1.591
C2 1.474 0.983 -0.264
C3 0.454 -0.245 -1.809
C4 0.532 0.278 0.375
C5 0.089 0.223 1.859
N1 -0.160 -0.526 -0.569
P1 -1.390 -1.708 -0.223
H1 2.056 0.979 -2.495
H2 2.244 1.564 0.170
H3 0.200 -0.821 -2.679
H4 0.990 -0.037 2.355
H5 -0.190 1.220 2.245
H6 -0.699 -0.623 2.021
H7 -0.814 -2.994 0.034
H8 -1.611 -1.898 -1.610

---

Computed, not measured: a molecular structure, C5H8NS in a non-equilibrium geometry, with the ωB97M-V functional and the def2-TZVPD basis.

E_tot ... -17626.306 eV
Molecular weight ... 114.2 g mol⁻¹
Charge ... +1
LUMO ... -6.27 eV

Cartesian coordinates (Å):
C1 -0.786 0.171 1.191
C2 -0.640 1.769 -0.369
C3 -0.453 0.346 -0.283
C4 -1.036 -1.377 -1.670
C5 1.830 0.017 1.019
N1 0.479 -0.170 0.719
S1 -0.878 2.125 1.241
H1 -1.296 -0.691 1.580
H2 -0.692 2.360 -1.236
H3 -1.763 -1.829 -1.024
H4 -0.094 -1.904 -1.793
H5 -1.296 -0.891 -2.642
H6 2.435 0.046 0.060
H7 2.157 -0.907 1.583
H8 2.033 0.934 1.625

---

Computed, not measured: a single C5H8O molecule, with the ωB97M-V functional and the def2-TZVPD basis.

E_tot ... -7359.967 eV
Molecular weight ... 84.1 g mol⁻¹
Structure (SMILES) ... CC#CCCO
LUMO ... 0.94 eV

Cartesian coordinates (Å):
C1 2.636 0.433 -0.250
C2 1.404 -0.352 -0.094
C3 0.286 -0.813 -0.154
C4 -1.146 -0.802 -0.527
C5 -2.030 -0.035 0.472
O1 -1.411 1.150 0.917
H1 2.476 1.435 0.171
H2 3.502 -0.034 0.229
H3 2.848 0.585 -1.320
H4 -1.107 -0.208 -1.445
H5 -1.603 -1.779 -0.737
H6 -2.955 0.281 -0.036
H7 -2.330 -0.707 1.295
H8 -0.598 0.921 1.393

---

Computed, not measured: a single C5H8O molecule, with the ωB97M-V functional and the def2-TZVPD basis.

E_tot ... -7359.794 eV
Molecular weight ... 84.1 g mol⁻¹
Structure (SMILES) ... CC#CCOC
LUMO ... 0.97 eV

Cartesian coordinates (Å):
C1 -2.185 0.261 0.195
O1 -1.743 -1.078 0.155
C2 -0.702 -1.297 -0.769
C3 0.531 -0.586 -0.380
C4 1.453 0.067 0.039
C5 2.556 0.875 0.561
H1 -2.944 0.458 -0.575
H2 -2.625 0.432 1.179
H3 -1.354 0.965 0.064
H4 -0.533 -2.377 -0.781
H5 -1.001 -0.998 -1.788
H6 2.888 0.505 1.537
H7 3.414 0.856 -0.117
H8 2.245 1.917 0.681

---

Computed, not measured: a single C5H8O molecule, with the ωB97M-V functional and the def2-TZVPD basis.

E_tot ... -7360.925 eV
Molecular weight ... 84.1 g mol⁻¹
Structure (SMILES) ... C=C(C)CC=O
LUMO ... 0.84 eV

Cartesian coordinates (Å):
C1 1.506 -0.401 -0.696
C2 0.479 0.085 0.297
C3 -0.755 -0.762 0.520
C4 -1.804 -0.118 -0.392
O1 -2.127 1.040 -0.303
C5 0.468 1.313 0.810
H1 1.071 -1.069 -1.449
H2 2.304 -0.964 -0.195
H3 1.972 0.442 -1.216
H4 -0.630 -1.823 0.277
H5 -1.108 -0.690 1.557
H6 -2.219 -0.747 -1.201
H7 -0.300 1.604 1.521
H8 1.143 2.091 0.471

---

Computed, not measured: a single C5H8O molecule in a non-equilibrium geometry, with the ωB97M-V functional and the def2-TZVPD basis.

E_tot ... -7359.512 eV
Molecular weight ... 84.1 g mol⁻¹
Structure (SMILES) ... C1C[C@@H]2C[C@@H]2O1
LUMO ... 1.16 eV

Cartesian coordinates (Å):
C1 -1.178 0.013 -1.317
C2 -0.574 -0.824 0.090
C3 0.957 -0.709 0.135
C4 1.140 0.619 0.904
O1 0.110 1.453 0.382
C5 -0.964 0.584 0.032
H1 -0.423 -0.176 -2.068
H2 -2.131 0.304 -1.822
H3 -1.002 -1.545 0.805
H4 1.332 -0.500 -0.868
H5 1.511 -1.569 0.537
H6 2.127 1.054 0.702
H7 1.029 0.510 1.996
H8 -1.932 0.787 0.493

---

Computed, not measured: a single C5H8O molecule, with the ωB97M-V functional and the def2-TZVPD basis.

E_tot ... -7360.998 eV
Molecular weight ... 84.1 g mol⁻¹
Structure (SMILES) ... C[C@H]1C[C@H]1C=O
LUMO ... 1.05 eV

Cartesian coordinates (Å):
C1 0.376 1.534 -0.469
C2 0.707 0.052 -0.512
C3 0.921 -0.915 0.611
C4 -0.370 -0.962 -0.176
C5 -1.578 -0.497 0.547
O1 -2.703 -0.869 0.312
H1 -0.361 1.818 0.288
H2 1.255 2.175 -0.346
H3 -0.076 1.747 -1.444
H4 1.284 -0.194 -1.401
H5 0.878 -0.585 1.647
H6 1.593 -1.755 0.446
H7 -0.548 -1.773 -0.875
H8 -1.379 0.223 1.374

---

Computed, not measured: a molecular structure, C5H8O, with the ωB97M-V functional and the def2-TZVPD basis.

E_tot ... -7357.729 eV
Molecular weight ... 84.1 g mol⁻¹
LUMO ... 0.98 eV

Cartesian coordinates (Å):
C1 0.461 0.372 1.649
C2 -0.464 -0.219 0.593
O1 -1.414 0.770 0.281
C3 0.356 -0.630 -0.647
C4 -0.702 -0.788 -1.938
C5 -0.020 0.189 -2.332
H1 0.939 1.274 1.248
H2 -0.097 0.653 2.547
H3 1.242 -0.342 1.932
H4 -0.957 -1.125 0.977
H5 -1.936 0.431 -0.463
H6 1.222 0.044 -0.675
H7 0.752 -1.644 -0.570
H8 0.619 1.016 -2.602